This record from the OMol25 dataset describes C34H53BrN2P2Sn as an isolated structure. The level of theory is ωB97M-V with the def2-TZVPD basis set.

Last column: Löwdin charge in e.
Atoms and positions in Å:
N1 -6.69 4.65 -5.87  0.0658
C1 -6.56 5.17 -4.64  -0.1158
C2 -5.54 4.74 -3.76  -0.0081
C3 -4.70 3.63 -4.12  -0.2086
C4 -4.85 3.14 -5.44  -0.0133
C5 -5.83 3.71 -6.27  -0.1272
C6 -3.67 3.09 -3.24  -0.0267
Sn1 -1.00 -0.04 -0.39  1.3498
P1 5.43 -0.77 -1.37  0.9360
C7 -2.90 1.97 -3.38  -0.0287
C8 -1.65 1.93 -2.59  -0.3138
C9 -0.47 1.44 -3.16  -0.0874
C10 0.74 1.70 -2.51  -0.1084
C11 0.77 2.40 -1.27  -0.6814
C12 -0.39 2.93 -0.67  -0.1966
C13 -1.59 2.60 -1.33  -0.1547
Br1 2.38 2.76 -0.32  0.8957
H1 -3.43 3.79 -2.42  0.1122
H2 -3.16 1.25 -4.16  0.1171
H3 -5.45 5.26 -2.80  0.1126
H4 -4.22 2.33 -5.82  0.1063
H5 -7.30 5.94 -4.37  0.1196
H6 -5.90 3.34 -7.29  0.1112
H7 -0.49 0.96 -4.15  0.1301
H8 -2.55 2.91 -0.94  0.1163
H9 1.70 1.37 -2.92  0.1137
H10 -0.27 3.60 0.22  0.1192
P2 -0.93 -2.57 -1.33  0.8480
C14 4.83 0.91 -0.92  -0.5352
C15 5.86 2.00 -1.20  -0.1760
H11 4.59 0.94 0.16  0.0394
H12 3.92 1.11 -1.52  -0.0120
H13 5.47 2.98 -0.88  0.0491
H14 6.80 1.82 -0.63  0.0798
H15 6.07 2.04 -2.29  0.0783
C16 4.52 -1.14 -2.93  -0.4404
C17 5.23 -2.27 -3.68  -0.1768
H16 4.51 -0.23 -3.57  0.0837
H17 3.47 -1.39 -2.71  0.0453
H18 4.78 -2.44 -4.66  0.0655
H19 6.28 -2.04 -3.86  0.0707
H20 5.17 -3.22 -3.13  0.0621
C18 4.82 -1.95 -0.11  -0.4592
C19 5.51 -1.84 1.26  -0.1684
H21 5.09 -2.94 -0.51  0.0758
H22 3.71 -1.89 -0.01  0.0683
H23 4.97 -2.39 2.03  0.0666
H24 6.50 -2.29 1.24  0.0723
H25 5.63 -0.82 1.61  0.0496
C20 -0.87 -3.69 0.12  -0.3867
C21 -1.97 -4.74 0.04  -0.1414
H26 -0.99 -3.05 1.01  0.0522
H27 0.14 -4.15 0.19  0.0998
H28 -2.89 -4.36 0.50  0.0748
H29 -2.18 -5.05 -0.99  0.0773
H30 -1.66 -5.63 0.61  0.0842
C22 0.53 -2.75 -2.42  -0.3848
C23 0.26 -2.31 -3.86  -0.1260
H31 0.92 -3.78 -2.33  0.1018
H32 1.29 -2.11 -1.96  0.0557
H33 -0.80 -2.44 -4.15  0.0686
H34 0.54 -1.25 -3.99  0.0645
H35 0.91 -2.92 -4.49  0.0875
C24 -2.58 -2.28 -2.18  -0.3979
C25 -3.65 -1.70 -1.27  -0.1563
H36 -2.92 -3.17 -2.75  0.1018
H37 -2.35 -1.53 -2.96  0.0674
H38 -4.61 -1.78 -1.77  0.0985
H39 -3.73 -2.20 -0.30  0.0656
H40 -3.48 -0.64 -1.10  0.0285
C26 1.34 0.46 4.08  0.0257
N2 1.16 1.90 3.72  -0.1699
C27 2.48 2.57 3.55  0.0086
C28 0.12 2.13 2.62  -0.1088
C29 -1.10 1.30 2.88  -0.2992
C30 -1.87 1.57 4.02  -0.0451
C31 -2.90 0.70 4.41  -0.0602
C32 -3.13 -0.45 3.65  -0.0507
C33 -2.41 -0.66 2.44  -0.1569
C34 -1.43 0.23 2.01  -0.2551
H41 1.56 -0.14 3.20  0.1156
H42 0.43 0.11 4.57  0.1068
H43 2.17 0.42 4.78  0.1102
H44 0.70 2.34 4.52  0.1717
H45 3.04 2.11 2.74  0.0885
H46 2.33 3.64 3.37  0.1127
H47 3.03 2.43 4.49  0.1128
H48 -0.09 3.20 2.62  0.1404
H49 0.58 1.85 1.67  0.0567
H50 -1.71 2.47 4.62  0.1247
H51 -3.52 0.90 5.30  0.1266
H52 -3.89 -1.20 3.98  0.1241
H53 -2.68 -1.52 1.82  0.0644

HOMO level = -11.7628 eV
Total energy = -4907.2003 a.u.
Total charge = +2
ΔE to the lowest compared entry with this formula, charge and spin = 268.25 kJ/mol

---

This record from the OMol25 dataset describes C34H53N3O3PtS2Sb as an isolated structure. The level of theory is ωB97M-V with the def2-TZVPD basis set.

Last column: Löwdin charge in e.
Atoms and positions in Å:
Pt1 0.01 -0.04 -0.07  0.2100
O1 -4.62 3.82 -0.26  0.0359
C1 -5.65 2.97 -0.10  -0.2773
C2 -6.94 3.50 -0.04  -0.0315
C3 -8.03 2.66 0.13  -0.1117
C4 -7.85 1.29 0.24  -0.1145
C5 -6.57 0.77 0.18  -0.0415
C6 -5.45 1.59 0.01  -0.0737
C7 -4.06 1.03 -0.04  -0.4310
O2 -3.11 1.83 -0.23  -0.0448
N1 -4.00 -0.29 0.14  0.0093
N2 -2.73 -0.78 0.21  -0.0618
C8 -2.67 -2.04 0.21  -0.8074
S1 -4.05 -3.14 0.24  0.9058
C9 -3.09 -4.68 0.12  -0.5159
C10 -1.62 -4.39 -0.14  -0.3664
S2 -1.17 -2.86 0.73  1.0429
H1 -3.82 3.22 -0.29  0.0488
H2 -7.06 4.57 -0.13  0.1073
H3 -9.03 3.09 0.18  0.0917
H4 -8.70 0.63 0.38  0.0868
H5 -6.39 -0.30 0.27  0.0972
H6 -3.48 -5.28 -0.70  0.0685
H7 -3.22 -5.25 1.05  0.0643
H8 -1.41 -4.21 -1.19  0.0628
H9 -0.98 -5.19 0.23  0.0938
C11 5.38 -1.70 1.49  -0.0166
C12 4.64 -0.96 0.39  -0.4816
C13 5.19 -1.11 -1.01  -0.0132
O3 3.66 -0.30 0.63  0.0488
H10 6.44 -1.44 1.48  0.0779
H11 5.30 -2.77 1.31  0.0659
H12 4.94 -1.45 2.45  0.0825
H13 6.25 -0.88 -1.03  0.0799
H14 4.65 -0.46 -1.69  0.0641
H15 5.07 -2.15 -1.33  0.0755
C14 3.16 2.80 -1.27  -0.1546
C15 2.33 3.27 -0.08  -0.5607
C16 3.09 3.09 1.23  -0.1537
Sb1 0.38 2.32 -0.08  1.3607
C17 -0.52 3.45 -1.69  -0.5511
C18 -0.27 2.70 -3.00  -0.1693
C19 -0.15 4.92 -1.83  -0.1485
C20 -0.31 3.27 1.76  -0.5503
C21 -0.67 4.75 1.66  -0.1532
C22 -1.43 2.47 2.43  -0.1631
H16 4.13 3.30 -1.29  0.0698
H17 2.66 2.99 -2.22  0.0469
H18 3.33 1.72 -1.20  0.0513
H19 2.11 4.34 -0.21  0.0696
H20 3.15 2.04 1.52  0.0565
H21 2.64 3.64 2.05  0.0547
H22 4.12 3.47 1.11  0.0693
H23 -1.58 3.35 -1.47  0.0611
H24 0.79 2.71 -3.28  0.0518
H25 -0.83 3.15 -3.82  0.0705
H26 -0.57 1.65 -2.91  0.0492
H27 0.90 5.04 -2.14  0.0649
H28 -0.29 5.48 -0.91  0.0421
H29 -0.77 5.39 -2.60  0.0720
H30 0.59 3.17 2.37  0.0573
H31 -1.54 4.90 1.02  0.0704
H32 0.15 5.35 1.26  0.0556
H33 -0.92 5.15 2.65  0.0706
H34 -2.40 2.72 2.00  0.0596
H35 -1.46 2.70 3.50  0.0693
H36 -1.29 1.40 2.30  0.0351
C23 1.69 -1.22 -2.85  -0.0726
C24 1.36 -2.70 -2.66  -0.3668
C25 -0.09 -2.99 -3.05  -0.0744
C26 1.83 -3.23 -1.30  -0.1284
C27 2.94 -4.06 -1.34  -0.0691
C28 3.54 -4.55 -0.19  -0.1104
C29 3.04 -4.14 1.03  -0.0837
C30 1.92 -3.31 1.14  -0.1379
C31 1.62 -2.87 2.58  -0.3689
C32 1.36 -1.37 2.77  -0.0837
C33 0.55 -3.70 3.33  -0.0926
C34 1.27 -2.90 -0.04  -0.2448
N3 0.05 -2.17 -0.06  -0.4201
H37 1.44 -0.91 -3.87  0.0782
H38 2.75 -1.04 -2.69  0.0585
H39 1.13 -0.59 -2.15  0.0014
H40 1.98 -3.24 -3.38  0.1138
H41 -0.78 -2.38 -2.47  0.0654
H42 -0.33 -4.05 -2.93  0.0680
H43 -0.23 -2.74 -4.11  0.0769
H44 3.35 -4.33 -2.31  0.1059
H45 4.39 -5.22 -0.25  0.0965
H46 3.52 -4.48 1.94  0.1088
H47 2.56 -3.09 3.10  0.1107
H48 0.48 -1.03 2.23  0.0147
H49 2.19 -0.77 2.41  0.0540
H50 1.21 -1.17 3.84  0.0811
H51 -0.43 -3.24 3.28  0.0398
H52 0.83 -3.78 4.38  0.0724
H53 0.48 -4.72 2.93  0.0725

HOMO level = -3.4362 eV
Total energy = -2873.2421 a.u.
Total charge = -1
ΔE to the lowest compared entry with this formula, charge and spin = 163.19 kJ/mol

---

Look up the total energy of the first one.
-4907.2003 a.u.

---

The lowest ΔE to the lowest compared entry with this formula, charge and spin belongs to which entry?
C34H53N3O3PtS2Sb

---

Among the records above, which one has the highest HOMO level?
C34H53N3O3PtS2Sb

---

Which value of total charge does entry 1 give?
+2